(1)
{
  "formula": "C30H63BO9P",
  "method": "ωB97M-V/def2-TZVPD",
  "total_charge": 1,
  "multiplicity": 1,
  "homo_lumo_gap_ev": 7.19,
  "e_lumo_ev": -3.64,
  "symbols": ["C", "C", "C", "C", "C", "P", "O", "C", "C", "O", "C", "O", "B", "O", "C", "C", "H", "H", "H", "H", "H", "H", "H", "H", "H", "H", "H", "H", "H", "H", "H", "H", "H", "H", "H", "H", "H", "H", "H", "C", "C", "C", "O", "C", "H", "H", "H", "H", "H", "H", "H", "H", "C", "C", "C", "O", "C", "H", "H", "H", "H", "H", "H", "H", "H", "C", "C", "C", "O", "C", "H", "H", "H", "H", "H", "H", "H", "H", "C", "C", "C", "O", "C", "H", "H", "H", "H", "H", "H", "H", "H", "C", "C", "C", "O", "C", "H", "H", "H", "H", "H", "H", "H", "H"],
  "coordinates": [[4.38958, 3.37021, 4.06345], [3.95732, 3.00147, 2.54301], [4.37313, 1.50870, 2.11164], [3.84496, 1.26539, 0.61400], [2.52742, 0.35188, 0.49291], [1.00497, 1.01832, 1.37428], [-0.28160, -0.06727, 0.97870], [1.10770, 1.02689, 3.25657], [0.58709, -0.35755, 3.93235], [1.09623, -1.53749, 3.24584], [0.05879, -2.49386, 3.01192], [0.19031, -3.28938, 2.04081], [0.40643, 2.74769, 0.71340], [1.32203, 3.76736, 0.21703], [-1.17743, 3.18516, 0.69317], [-1.81785, 3.22506, 2.19824], [5.07705, 2.57701, 4.53846], [4.85949, 4.41999, 4.06213], [3.40877, 3.41937, 4.66669], [4.46276, 3.70803, 1.77933], [2.81539, 3.14411, 2.45284], [4.02801, 0.69473, 2.85296], [5.52922, 1.46354, 2.12949], [3.71803, 2.23788, -0.00027], [4.68605, 0.68666, 0.06475], [2.25835, 0.31752, -0.63461], [2.73582, -0.72985, 0.79560], [-1.11945, 0.43623, 0.85702], [0.37559, 1.84464, 3.63001], [2.13078, 1.28360, 3.68951], [-0.55682, -0.38043, 3.96843], [0.97810, -0.37310, 5.01098], [-0.91114, -2.56058, 3.62534], [1.66819, 3.47897, -0.65803], [-1.35960, 4.15047, 0.10760], [-1.78868, 2.36630, 0.13890], [-1.08666, 3.85771, 2.82297], [-1.95363, 2.16081, 2.63473], [-2.84319, 3.75012, 2.20768], [0.42697, -5.93152, -0.06770], [0.76029, -6.97485, -1.11073], [0.76293, -6.15557, -2.38634], [1.17406, -4.82917, -2.02634], [1.15482, -4.71261, -0.59673], [0.73519, -6.20607, 0.94249], [-0.65258, -5.74766, -0.05850], [1.76087, -7.37931, -0.92421], [0.05587, -7.80789, -1.14063], [-0.24121, -6.08955, -2.81871], [1.44152, -6.55810, -3.14198], [2.19388, -4.68882, -0.24862], [0.67035, -3.77742, -0.31044], [-6.68544, 1.58570, 1.71411], [-6.95555, 2.83175, 0.90064], [-5.71867, 3.66323, 1.17638], [-4.64047, 2.74172, 1.40213], [-5.18682, 1.42369, 1.55513], [-7.24583, 0.71169, 1.37837], [-6.93228, 1.76802, 2.76519], [-7.00480, 2.57660, -0.16300], [-7.88089, 3.34208, 1.17217], [-5.83894, 4.26671, 2.08222], [-5.46636, 4.32742, 0.34646], [-4.94309, 0.85322, 0.65187], [-4.72416, 0.93103, 2.41406], [-1.21510, 0.88754, -4.25170], [0.17649, 0.30086, -4.33802], [0.91570, 1.08244, -3.27058], [-0.04728, 1.41713, -2.25850], [-1.36205, 1.13611, -2.76445], [-1.99216, 0.23515, -4.65249], [-1.25167, 1.83768, -4.79476], [0.14839, -0.76084, -4.07168], [0.63206, 0.39290, -5.32511], [1.31992, 2.01842, -3.67085], [1.73465, 0.51154, -2.82484], [-1.73587, 0.24489, -2.24805], [-2.02857, 1.97281, -2.54249], [-2.49009, 6.19334, -6.08797], [-1.99874, 5.65401, -7.41234], [-1.79833, 4.18452, -7.09965], [-2.75931, 3.83917, -6.09167], [-3.33809, 5.04627, -5.57564], [-3.04587, 7.12860, -6.17325], [-1.64073, 6.35942, -5.41668], [-2.77785, 5.77131, -8.17251], [-1.09168, 6.13987, -7.77579], [-0.79978, 3.99794, -6.68897], [-1.93956, 3.54655, -7.97511], [-4.36443, 5.11287, -5.95209], [-3.36947, 5.00183, -4.48439], [2.77614, -6.37425, 3.55243], [3.70889, -6.94385, 4.59787], [4.21626, -8.19960, 3.91670], [4.21938, -7.93422, 2.50738], [3.49786, -6.71999, 2.26519], [2.59212, -5.30384, 3.66339], [1.81252, -6.89348, 3.59197], [4.53926, -6.25116, 4.77103], [3.22618, -7.14402, 5.55609], [3.54724, -9.04770, 4.09671], [5.22247, -8.47515, 4.24066], [4.22571, -5.94571, 1.99811], [2.81412, -6.85998, 1.42495]],
  "mulliken_charge": [-1.07, 0.26, -0.67, -0.51, -0.24, 0.99, -0.54, -0.36, -0.73, -0.21, 0.16, -0.43, -0.19, -0.50, 0.02, -0.48, 0.27, 0.32, 0.27, 0.46, -0.39, 0.29, 0.39, 0.18, 0.43, -0.17, 0.49, 0.23, 0.32, 0.25, 0.32, 0.36, 0.36, 0.34, 0.45, -0.18, 0.32, 0.02, 0.13, -0.45, -0.49, -0.53, -0.44, 0.10, 0.16, 0.39, 0.18, 0.39, 0.27, 0.30, 0.11, 0.02, -0.56, -0.57, -0.53, -0.27, -0.46, 0.34, 0.27, 0.27, 0.33, 0.33, 0.30, 0.28, 0.27, -0.20, -0.69, -0.49, -0.23, -0.49, 0.43, -0.12, 0.27, 0.39, 0.31, 0.26, 0.25, 0.34, -0.54, -0.53, -0.42, -0.38, -0.34, 0.34, 0.25, 0.26, 0.32, 0.24, 0.32, 0.26, 0.23, -0.41, -0.60, -0.49, -0.42, 0.28, 0.20, 0.32, 0.28, 0.35, 0.28, 0.29, 0.24, -0.35]
}


(2)
{
  "formula": "C30H63Br4NO3PS2",
  "method": "ωB97M-V/def2-TZVPD",
  "total_charge": -1,
  "multiplicity": 1,
  "homo_lumo_gap_ev": 6.14,
  "e_lumo_ev": 1.73,
  "relative_energy_ev": 0.000,
  "symbols": ["C", "C", "C", "C", "C", "C", "C", "C", "N", "C", "C", "C", "C", "C", "C", "C", "C", "C", "S", "S", "C", "C", "C", "P", "O", "C", "C", "C", "O", "C", "C", "C", "O", "H", "H", "H", "H", "H", "H", "H", "H", "H", "H", "H", "H", "H", "H", "H", "H", "H", "H", "H", "H", "H", "H", "H", "H", "H", "H", "H", "H", "H", "H", "H", "H", "H", "H", "H", "H", "H", "H", "H", "H", "H", "H", "H", "H", "H", "H", "H", "H", "H", "H", "H", "H", "H", "H", "H", "Br", "C", "C", "Br", "H", "H", "H", "H", "Br", "C", "C", "Br", "H", "H", "H", "H"],
  "coordinates": [[-0.27164, 5.15231, 3.27748], [0.82450, 5.75929, 2.40714], [0.64399, 5.59799, 0.89432], [0.25672, 4.18852, 0.41258], [-1.26342, 3.96842, 0.33628], [-1.75432, 2.94228, -0.71210], [-0.75396, 1.86358, -1.13671], [-0.05228, 2.15887, -2.46258], [0.72059, 0.98038, -2.92589], [2.05384, 0.94729, -2.31366], [2.59540, -0.46892, -2.15789], [3.89442, -0.49296, -1.36868], [4.42343, -1.93437, -1.18448], [4.21424, -2.48102, 0.24046], [5.48275, -2.39432, 1.10200], [5.21768, -2.20861, 2.59048], [6.48570, -2.43398, 3.42328], [0.69252, 0.76816, -4.29091], [2.00060, 0.64387, -5.28184], [-0.87414, 0.62979, -5.06447], [-2.05311, 0.20861, -3.74859], [-1.71231, -1.05799, -2.94546], [-2.45818, -1.07135, -1.61263], [-4.06309, -2.10262, -1.72945], [-3.69251, -2.98922, -0.22750], [-4.38627, -2.49228, 0.86076], [-5.49214, -1.55874, 0.34673], [-5.88280, -0.60095, 1.45573], [-6.98935, 0.22591, 1.15217], [-6.66156, 1.39996, 0.43169], [-6.78988, 2.64152, 1.29845], [-5.73839, 2.69191, 2.41469], [-4.92524, -0.90613, -0.74131], [-1.21192, 5.68513, 3.13746], [-0.00412, 5.27895, 4.32862], [-0.40526, 4.08613, 3.11410], [1.80227, 5.38597, 2.71586], [0.84229, 6.83278, 2.61621], [1.61157, 5.84166, 0.44536], [-0.04733, 6.34904, 0.50687], [0.68046, 3.47825, 1.12616], [0.71680, 4.03116, -0.55920], [-1.71881, 4.93452, 0.10644], [-1.64631, 3.69275, 1.31715], [-2.14861, 3.46282, -1.58661], [-2.61164, 2.42559, -0.27802], [-0.00692, 1.66991, -0.36637], [-1.28070, 0.91934, -1.27567], [-0.75728, 2.47703, -3.22443], [0.66612, 2.97248, -2.32074], [2.75786, 1.61236, -2.81926], [1.93399, 1.33334, -1.29798], [2.69070, -0.97619, -3.11402], [1.84604, -1.01136, -1.57171], [4.65857, 0.13360, -1.83316], [3.71645, -0.07236, -0.37484], [5.47999, -1.96619, -1.45052], [3.90572, -2.59620, -1.87938], [3.37911, -1.97157, 0.72280], [3.92992, -3.53050, 0.14927], [6.05668, -3.31288, 0.96493], [6.10430, -1.56890, 0.74516], [4.44966, -2.91625, 2.91348], [4.84361, -1.20269, 2.78888], [6.28230, -2.43461, 4.48724], [7.21362, -1.66317, 3.16387], [6.93290, -3.38603, 3.13213], [-3.01456, 0.04636, -4.23489], [-2.18685, 1.07488, -3.10343], [-2.04657, -1.89342, -3.56710], [-0.63530, -1.16460, -2.83605], [-1.81898, -1.48453, -0.83335], [-2.75178, -0.05537, -1.34153], [-3.33400, -3.12636, -2.45095], [-4.43385, -1.40711, -2.95794], [-5.29103, -2.86870, -1.83675], [-3.72479, -1.86423, 1.48886], [-4.78909, -3.25797, 1.53703], [-6.40672, -2.09973, 0.06641], [-5.00254, -0.00228, 1.71633], [-6.12698, -1.19533, 2.34049], [-7.31306, 1.47626, -0.44080], [-5.64261, 1.31812, 0.04422], [-7.78885, 2.68146, 1.73347], [-6.62531, 3.50269, 0.64537], [-4.76437, 2.43035, 2.00084], [-5.98652, 1.98742, 3.20554], [-5.67221, 3.69627, 2.83095], [2.52793, -5.18778, -6.83726], [1.22696, -3.78701, -7.22071], [1.04275, -2.84717, -6.06124], [-0.02149, -3.63341, -4.64020], [0.30576, -4.28965, -7.49594], [1.62448, -3.25344, -8.08114], [0.49407, -1.96108, -6.37503], [1.98327, -2.54116, -5.61765], [4.34738, -4.36641, 5.60717], [4.83312, -4.62319, 7.47185], [5.47148, -3.39597, 8.06452], [7.30859, -3.17113, 7.46647], [5.48671, -5.48827, 7.50939], [3.90203, -4.84806, 7.98716], [5.52642, -3.48289, 9.14722], [4.94271, -2.48673, 7.79857]],
  "mulliken_charge": [-1.10, -0.48, -0.99, 0.25, -0.57, -0.53, 0.23, -1.98, 0.95, -1.45, 0.33, -1.06, -0.99, -0.91, -0.65, -0.23, -1.20, 0.10, -0.25, -0.22, -0.62, 0.16, -1.05, -0.40, -0.50, -0.76, 0.47, -0.87, -0.40, -0.05, -0.46, -0.93, -0.13, 0.26, 0.40, 0.27, 0.32, 0.36, 0.28, 0.43, 0.29, -0.16, 0.34, 0.16, 0.46, -0.12, 0.72, -0.63, 0.85, 0.42, 0.34, 0.33, 0.06, 0.18, 0.46, 0.33, 0.47, 0.48, 0.46, 0.44, 0.32, 0.32, 0.24, 0.24, 0.22, 0.39, 0.34, 0.54, 0.17, 0.72, -0.17, 0.42, 0.17, -0.05, 0.00, 0.10, 0.37, 0.37, 0.14, 0.32, 0.30, 0.31, -0.03, 0.30, 0.34, 0.07, 0.26, 0.39, -0.19, -0.70, -0.34, -0.10, 0.41, 0.42, 0.20, 0.28, -0.09, -0.56, -0.61, -0.14, 0.38, 0.33, 0.36, 0.37]
}


What is the multiplicity in the first record? 1